Molecular formula: CHLiMgO2
Method: DFT, ωB97M-V with the def2-TZVPD basis set

Energy relative to the best compared isomer or geometry (same formula, charge and spin) ... 92.60 kcal per mole
Orbital gap ... 7.700 eV
LUMO energy ... -12.180 eV
Total charge ... +2

Each line ends with the Mulliken charge.
Atoms and positions in Å:
Mg1 0.213 1.811 0.007  1.12
O1 -1.524 0.534 0.010  -0.31
O2 0.395 -0.351 -0.345  -0.59
H1 -0.453 -1.325 -0.330  0.52
C1 -0.779 -0.355 0.275  0.29
Li1 2.147 -0.314 0.383  0.97

***

Molecular formula: C22H47MnNO4Si2
Method: DFT, ωB97M-V with the def2-TZVPD basis set

Energy relative to the best compared isomer or geometry (same formula, charge and spin) ... 0.00 kcal per mole
Orbital gap (spin up / spin down) ... 6.517 / 7.586 eV
LUMO energy (spin up / spin down) ... -0.181 / -0.356 eV
2S+1 ... 6

Each line ends with the Mulliken spin population.
Atoms and positions in Å:
C1 -0.239 2.807 5.895  0.02
H1 -0.041 -3.040 -0.516  0.00
H2 1.293 -2.203 0.179  0.00
H3 0.875 -0.418 -4.666  0.00
O1 -0.435 -2.057 1.275  -0.02
H4 -3.492 1.158 -3.316  0.00
H5 2.365 0.110 -3.887  0.00
Si1 0.730 1.980 -4.014  0.00
H6 1.454 -3.945 2.005  0.00
C2 2.042 -0.227 1.844  0.09
H7 -0.916 3.503 -5.080  0.00
H8 -3.820 -3.514 -5.127  0.00
C3 -0.271 1.737 -2.427  0.00
H9 -4.792 -0.009 -1.556  0.00
H10 2.099 2.342 4.053  0.00
C4 0.095 0.631 4.941  0.02
H11 0.318 2.051 -1.603  0.01
C5 0.443 -2.827 0.434  0.01
C6 1.579 0.406 -4.580  0.00
C7 2.916 1.651 4.252  0.01
H12 -3.051 -2.507 0.159  0.00
H13 5.045 2.476 1.958  0.00
C8 -0.344 2.635 -5.406  0.00
H14 -1.098 2.431 -2.495  0.00
H15 2.043 0.546 -5.556  0.00
C9 -0.322 2.473 3.492  0.03
Si2 3.422 0.759 2.696  0.01
H16 -1.280 -3.607 2.359  0.00
H17 5.011 -1.102 2.287  0.00
C10 2.059 3.271 -3.764  0.00
O2 0.534 -1.444 6.141  0.03
H18 2.600 0.955 5.025  0.00
H19 1.727 -4.579 0.392  0.00
H20 -0.624 4.379 4.472  0.00
C11 -1.589 -2.777 1.728  0.00
H21 2.609 3.095 -2.844  0.00
C12 -3.902 0.171 -3.521  0.00
H22 -2.152 -2.099 2.360  0.02
H23 -1.047 1.887 -5.762  0.00
H24 -0.309 3.453 6.760  0.00
Mn1 0.015 -0.310 2.307  4.79
H25 5.745 0.138 3.294  0.00
H26 2.774 3.264 -4.585  0.00
C13 0.342 -0.807 5.008  0.03
H27 0.142 1.036 7.065  0.00
H28 -4.343 -3.127 -3.493  0.00
C14 0.980 -4.130 1.046  0.00
C15 -2.547 -3.321 0.667  0.00
O3 0.340 -1.446 3.868  0.07
C16 4.166 2.008 1.517  0.00
H29 4.620 -1.000 4.002  0.00
H30 -2.047 -3.946 -0.071  0.00
N1 -0.053 1.154 3.692  -0.08
H31 -0.762 0.786 -2.385  0.00
H32 2.039 -1.251 2.202  -0.02
H33 -3.323 -3.928 1.133  0.00
H34 3.471 2.806 1.267  0.00
H35 0.193 -4.869 1.192  0.00
H36 1.629 4.269 -3.716  0.00
H37 -2.457 -1.399 -5.204  0.00
H38 0.264 2.940 -6.256  0.00
O4 -2.895 -0.809 -3.262  0.00
H39 -5.566 -1.024 -2.769  0.00
H40 -0.470 2.853 2.493  0.00
H41 -1.939 -2.481 -3.946  0.00
C17 -0.414 3.327 4.603  0.00
C18 -5.102 -0.054 -2.599  0.00
C19 -2.759 -1.832 -4.251  0.00
H42 -5.860 0.713 -2.754  0.00
C20 4.824 -0.413 3.110  0.01
H43 2.289 -0.292 0.786  0.00
C21 0.014 1.447 6.070  0.00
H44 3.744 2.232 4.654  0.00
H45 -4.843 -2.115 -4.848  0.00
C22 -4.016 -2.694 -4.437  0.00
H46 4.482 1.532 0.590  0.00
H47 -4.209 0.196 -4.569  0.00

***

Molecular formula: C26H23F4N2S
Method: DFT, ωB97M-V with the def2-TZVPD basis set

Orbital gap ... 8.812 eV
LUMO energy ... -3.214 eV
Total charge ... +1

Each line ends with the Mulliken charge.
Atoms and positions in Å:
F1 5.270 0.870 0.387  -0.31
C1 -0.817 4.080 0.598  -0.98
C2 2.619 -0.020 2.670  0.06
H1 4.248 7.183 -0.668  0.43
C3 -0.908 4.250 6.922  -0.64
H2 1.663 3.879 0.658  0.63
C4 2.165 2.191 1.805  0.71
H3 4.560 3.985 1.139  0.56
C5 1.376 3.515 1.650  -0.63
C6 -2.278 2.277 2.076  -0.19
C7 0.513 5.762 5.706  0.20
C8 3.244 1.989 0.932  -1.02
C9 3.800 -0.153 1.954  -0.94
C10 -0.942 2.516 2.403  0.09
H4 4.679 4.649 -0.510  0.42
F2 -2.988 1.364 2.828  -0.32
H5 1.007 1.188 3.360  0.24
C11 -0.505 6.506 7.749  -0.67
H6 3.632 5.425 2.844  0.21
C12 2.790 5.690 2.182  0.24
H7 4.663 7.548 1.002  0.44
C13 -2.922 2.902 1.020  -0.74
H8 2.573 5.504 0.032  0.22
C14 1.884 7.077 4.060  -0.85
C15 -1.130 5.259 7.872  -0.65
H9 -1.776 5.067 8.728  0.39
H10 -1.425 3.296 6.966  0.47
C16 4.089 0.897 1.094  0.24
H11 4.444 -1.021 2.037  0.51
F3 -2.722 4.441 -0.783  -0.31
C17 2.192 7.002 2.598  -1.10
C18 1.283 4.683 3.801  0.80
C19 3.841 7.206 0.352  -2.01
H12 5.518 5.440 0.831  0.48
C20 0.289 6.783 6.626  -0.87
N1 1.751 4.608 2.523  0.66
H13 3.045 7.962 0.367  0.47
F4 2.153 -1.117 3.358  -0.31
H14 1.221 7.918 4.267  0.53
C21 3.370 5.787 0.741  1.08
H15 -0.272 4.828 0.029  0.50
C22 1.849 1.150 2.678  -0.56
H16 2.892 7.810 2.378  0.58
C23 4.597 4.904 0.554  -2.01
H17 -0.578 2.028 3.303  0.30
H18 2.803 7.220 4.649  0.37
H19 3.432 2.701 0.128  1.00
H20 -0.625 7.261 8.525  0.42
C24 -0.004 4.487 5.888  0.71
H21 0.753 7.755 6.474  0.40
H22 -3.961 2.708 0.779  0.50
S1 0.697 3.370 4.730  -0.11
H23 1.284 7.177 2.000  0.29
N2 1.221 5.848 4.491  0.23
C25 -0.161 3.345 1.597  0.56
C26 -2.152 3.807 0.298  0.25

***

Molecular formula: C33H38BiF6N5O9S10Se
Method: DFT, ωB97M-V with the def2-TZVPD basis set

Energy relative to the best compared isomer or geometry (same formula, charge and spin) ... 60.33 kcal per mole
Orbital gap ... 6.488 eV
LUMO energy ... 3.533 eV
Total charge ... -2

Each line ends with the Mulliken charge.
Atoms and positions in Å:
O1 -1.436 0.664 2.892  -0.47
C1 -0.636 0.475 -5.810  -0.28
C2 1.849 -1.719 3.073  -0.57
H1 3.738 -0.236 -3.397  0.45
H2 -3.177 4.236 0.943  0.20
C3 -4.423 -3.068 1.294  0.50
H3 -0.278 -0.167 -9.117  0.36
H4 0.719 -5.579 -1.101  0.52
H5 1.055 0.080 3.969  0.59
H6 -1.597 -2.655 -0.903  0.50
F1 -3.730 -4.216 1.347  -0.22
H7 -0.765 3.913 1.095  0.13
O2 -2.283 -1.728 1.017  -0.68
H8 3.039 -3.591 1.430  0.08
N1 -1.388 3.263 -1.979  0.09
H9 -2.923 5.156 -0.556  0.36
H10 -0.924 2.520 -2.486  -0.13
S1 -0.135 1.323 3.032  1.07
S2 0.941 -0.009 -3.609  1.03
F2 -6.987 0.403 0.992  -0.24
C4 3.039 2.554 1.830  0.11
F3 -6.247 2.010 -0.251  -0.23
F4 -5.544 -3.238 2.006  -0.24
C5 -5.950 0.788 0.241  0.49
C6 3.176 -0.445 4.277  0.00
C7 5.099 0.474 5.301  -0.56
C8 4.547 1.758 -3.536  -0.70
C9 1.893 2.589 -3.751  -0.24
H11 1.905 -2.902 -2.522  0.13
C10 3.939 -1.522 3.813  0.82
H12 1.391 -4.134 -0.320  -0.02
S3 6.167 0.858 0.854  -0.23
C11 3.747 0.576 5.028  -0.40
H13 1.866 -1.094 -8.304  0.38
H14 3.857 2.515 2.549  0.49
O3 -3.404 1.087 0.137  -0.38
C12 4.504 0.783 0.311  0.09
Se1 0.354 -2.427 2.212  -0.38
C13 5.861 -0.610 4.840  -0.58
C14 1.168 -0.650 -7.606  -0.71
H15 -3.446 2.993 -1.553  0.41
C15 3.356 -3.596 2.471  -0.78
H16 5.031 3.844 -3.588  0.36
H17 4.425 -3.777 2.529  0.30
H18 2.411 -1.014 -5.889  0.39
H19 5.574 1.439 -3.413  0.40
H20 0.707 -2.985 -3.821  0.16
C16 -0.017 -3.701 -1.899  1.02
C17 1.088 -3.496 -2.932  -1.21
O4 -0.282 0.563 -2.970  -0.46
H21 2.259 1.821 2.042  -0.54
H22 -1.324 0.884 -5.081  0.46
C18 -2.482 4.862 0.389  -0.87
H23 2.678 4.577 -3.763  0.39
H24 -0.805 -4.275 -2.413  0.38
H25 1.495 -4.461 -3.252  0.51
H26 5.586 1.255 5.871  0.37
S4 5.292 -1.683 -0.040  -0.08
S5 8.119 -1.407 0.860  -0.29
S6 3.664 2.307 0.147  0.03
H27 -1.882 0.824 -7.519  0.41
F5 -5.866 -0.046 -0.802  -0.23
O5 0.775 0.762 1.980  -1.04
C19 -0.745 3.451 -0.795  -0.12
H28 2.816 -4.381 3.002  0.29
S7 0.801 2.755 -0.648  0.11
O6 -3.148 -2.102 3.304  -0.73
H29 3.147 1.414 5.359  0.48
C20 2.916 3.522 -3.736  -0.74
H30 5.903 -2.438 3.711  0.35
F6 -4.772 -2.864 0.020  -0.22
N2 -1.201 4.200 0.210  -0.09
C21 0.574 -0.031 -5.372  -0.08
C22 2.214 1.246 -3.670  0.81
H31 -0.249 -4.639 0.049  0.29
C23 0.488 -4.567 -0.752  -1.32
N3 3.072 -2.307 3.071  0.51
C24 -0.938 0.428 -7.166  -0.79
S8 -3.394 -1.689 1.962  1.08
H32 0.857 2.900 -3.778  0.20
H33 -3.059 4.473 -2.466  0.36
H34 -0.978 -1.811 -2.298  0.48
H35 2.583 3.543 1.832  0.46
S9 -4.362 0.879 1.193  1.21
N4 -4.452 -0.580 1.752  -0.54
C25 6.612 -0.765 0.571  0.13
H36 -2.965 2.902 -3.245  0.32
C26 -0.038 -0.129 -8.062  -0.42
H37 -2.309 5.771 0.968  0.34
O7 -4.658 1.908 2.138  -0.75
O8 -0.221 2.782 2.934  -0.88
C27 1.476 -0.607 -6.256  -0.23
O9 0.531 0.922 4.316  -0.72
C28 -2.795 3.427 -2.305  -1.20
C29 4.055 -0.432 -0.083  -0.46
C30 5.296 -1.628 4.092  -0.96
C31 4.238 3.107 -3.631  -0.45
S10 2.573 -0.976 -0.810  -0.25
H38 6.922 -0.642 5.050  0.37
Bi1 -0.122 -0.604 0.057  1.97
C32 3.527 0.817 -3.543  -0.55
C33 -0.670 -2.398 -1.423  -1.34
N5 1.889 -0.627 3.830  -0.13

***

Molecular formula: C3H4BrClO
Method: DFT, ωB97M-V with the def2-TZVPD basis set

Energy relative to the best compared isomer or geometry (same formula, charge and spin) ... 118.45 kcal per mole
Orbital gap (spin up / spin down) ... 8.349 / 8.364 eV
LUMO energy (spin up / spin down) ... -0.065 / -0.084 eV

Each line ends with the Mulliken charge.
Atoms and positions in Å:
H1 0.900 0.824 1.248  0.35
C1 -0.937 -0.438 -0.040  0.08
O1 -1.704 0.641 0.048  -0.31
C2 -0.908 0.584 -1.126  -0.10
H2 -1.442 0.372 -2.064  0.24
H3 1.689 -0.607 2.267  0.30
C3 1.428 -0.133 1.185  -0.59
H4 -0.102 1.297 -1.201  0.22
Cl1 -1.429 -2.109 -0.038  -0.14
Br1 2.503 -0.431 -0.279  -0.05

***

Molecular formula: H60O30
Method: DFT, ωB97M-V with the def2-TZVPD basis set

Energy relative to the best compared isomer or geometry (same formula, charge and spin) ... 30.79 kcal per mole
Orbital gap ... 10.826 eV
LUMO energy ... 0.040 eV

Each line ends with the Mulliken charge.
Atoms and positions in Å:
O1 -5.339 3.450 0.152  -0.61
H1 1.624 -3.314 -0.874  0.30
H2 2.438 -1.744 4.438  0.28
O2 0.190 3.014 2.596  -0.63
H3 5.310 2.182 0.317  0.41
O3 4.706 0.835 -0.857  -0.68
H4 0.935 2.391 2.483  0.37
H5 -3.423 -0.471 3.621  0.29
H6 -2.123 3.463 -1.572  0.31
H7 3.547 2.131 1.957  0.29
H8 -2.886 -0.279 -2.357  0.33
O4 -0.655 0.356 -4.842  -0.71
H9 2.609 -1.163 1.580  0.13
H10 -3.587 -1.726 2.705  0.28
H11 -1.884 -0.326 -3.637  0.35
O5 0.690 -0.585 -0.399  -0.15
O6 4.285 -1.795 0.054  -0.59
H12 4.247 -2.487 0.784  0.30
O7 0.481 -4.006 0.990  -0.66
O8 -1.635 1.503 1.268  -0.39
H13 4.419 1.334 -3.381  0.33
O9 1.484 4.528 -0.545  -0.60
O10 2.874 1.846 2.561  -0.65
O11 2.835 -2.519 4.852  -0.64
H14 -4.861 3.720 1.970  0.40
O12 5.338 2.811 1.088  -0.69
O13 -4.740 3.606 2.927  -0.65
H15 -2.579 1.825 -0.570  0.24
H16 -2.673 -2.344 0.396  0.16
O14 1.826 -0.655 -5.765  -0.66
H17 -1.085 2.021 1.915  0.38
H18 -0.612 3.024 -1.772  0.28
H19 -5.846 0.627 4.163  0.26
H20 3.790 0.581 -0.717  0.30
H21 -2.526 1.676 1.534  0.16
H22 2.502 1.618 -2.739  0.31
H23 -0.404 -4.339 1.077  0.28
H24 2.565 -0.896 -5.203  0.37
H25 -4.860 3.048 -0.559  0.34
O15 -3.581 -2.017 0.307  -0.64
O16 -3.236 1.529 -1.273  -0.64
O17 -0.654 -1.373 1.971  -0.55
H26 0.690 4.956 -0.861  0.31
O18 -1.414 -3.219 -1.683  -0.51
H27 0.419 -3.117 1.395  0.32
H28 0.200 -0.072 -5.067  0.36
H29 1.063 0.035 -1.020  0.16
H30 2.069 4.774 -1.298  0.30
H31 1.904 2.537 -1.615  0.16
H32 2.608 0.909 2.503  0.43
H33 -1.773 -2.403 -2.147  0.35
O19 -2.510 -0.814 -3.044  -0.68
O20 1.997 1.604 -1.889  -0.40
H34 3.084 -4.422 1.862  0.35
H35 -5.024 1.743 3.458  0.37
H36 -0.275 -0.436 -0.480  0.10
O21 3.582 -1.542 -3.377  -0.70
H37 3.396 -3.307 2.871  0.33
O22 -5.150 0.775 3.535  -0.63
H38 -0.319 1.190 -4.557  0.31
O23 3.662 1.542 -3.956  -0.67
H39 -2.579 -4.505 -0.688  0.32
H40 -3.956 -2.652 -0.281  0.32
H41 6.137 2.631 1.614  0.30
H42 1.831 -1.264 -6.530  0.27
O24 3.822 -3.929 2.273  -0.68
H43 -4.960 0.690 1.746  0.25
H44 5.233 0.094 -0.490  0.34
H45 1.299 -1.171 2.328  0.52
H46 4.068 -2.169 -0.834  0.28
H47 -0.594 -3.427 -2.176  0.25
H48 3.930 0.872 -4.605  0.26
O25 -4.449 0.745 0.930  -0.44
H49 0.214 3.227 3.529  0.29
H50 -1.087 -1.655 2.800  0.22
H51 -0.800 -0.376 1.906  0.18
H52 -4.197 -0.172 0.739  0.24
H53 3.039 -1.992 -2.702  0.29
H54 3.644 -0.645 -3.021  0.39
H55 1.078 -2.080 -1.524  0.42
H56 -3.747 -5.530 -0.585  0.30
O26 1.718 -2.813 -1.669  -0.70
H57 -4.991 4.406 3.372  0.28
H58 2.468 -2.474 5.763  0.30
H59 -5.519 4.296 -0.262  0.30
O27 -2.934 -1.238 3.273  -0.56
O28 2.235 -1.025 2.448  -0.55
O29 -1.226 3.751 -1.773  -0.59
O30 -3.338 -4.798 -0.090  -0.62
H60 -4.053 1.389 -0.763  0.26

***

no.,electronic energy (eV)
1,-10776.660
2,-80332.634
3,-52014.142
4,-256561.428
5,-87782.852
6,-62403.933